1.
{
  "formula": "C12H20Cl2O4V",
  "method": "wB97M-V/def2-TZVPD",
  "symbols": ["C", "C", "C", "C", "C", "C", "C", "C", "C", "C", "V", "Cl", "Cl", "O", "H", "H", "H", "H", "H", "H", "H", "H", "H", "H", "H", "H", "H", "H", "H", "H", "O", "H", "C", "O", "C", "O", "H", "H", "H"],
  "coordinates": [[-1.447, -0.818, -1.279], [-0.554, -1.695, -0.557], [0.782, -1.181, -0.696], [-0.931, -2.940, 0.104], [0.730, 0.024, -1.476], [-0.622, 0.213, -1.874], [-1.110, 1.249, -2.826], [-2.922, -0.874, -1.315], [2.026, -1.739, -0.074], [1.904, 0.712, -2.057], [-0.436, 0.113, 0.290], [0.629, -1.505, 2.473], [-1.767, -0.314, 2.076], [1.439, 2.037, 0.736], [-2.000, -2.978, 0.272], [-0.433, -2.993, 1.067], [-0.621, -3.820, -0.486], [1.785, -2.104, 0.962], [2.793, -0.951, 0.022], [2.366, -2.564, -0.734], [2.738, 0.736, -1.351], [1.670, 1.735, -2.328], [2.231, 0.180, -2.960], [-0.445, 2.122, -2.825], [-2.133, 1.567, -2.590], [-1.117, 0.821, -3.848], [-3.312, -1.323, -0.390], [-3.236, -1.473, -2.186], [-3.330, 0.144, -1.420], [0.546, 2.529, 0.723], [-1.225, 2.161, 0.456], [-1.377, 2.590, -0.395], [0.722, 1.623, 4.148], [0.613, 2.049, 2.814], [1.465, 1.403, 1.934], [2.337, 0.643, 2.264], [-0.274, 1.245, 4.413], [1.034, 2.526, 4.744], [1.481, 0.851, 4.168]],
  "charge": -2,
  "de_lowest_kcal_mol": 79.0,
  "lumo_ev": [5.2, 5.2],
  "spin_multiplicity": 2,
  "homo_ev": [0.7, 1.2],
  "gap_ha": [0.1641, 0.1452]
}

2.
{
  "formula": "C6H9N2Si",
  "method": "wB97M-V/def2-TZVPD",
  "symbols": ["C", "N", "Si", "C", "C", "C", "C", "C", "N", "H", "H", "H", "H", "H", "H", "H", "H", "H"],
  "coordinates": [[-2.703, 0.960, -0.062], [-1.484, 0.014, -0.076], [-1.673, -1.695, 0.048], [-0.330, 0.708, -0.056], [0.935, 0.171, -0.056], [2.138, 0.962, 0.093], [3.157, 0.046, 0.001], [2.521, -1.211, -0.050], [1.240, -1.202, -0.114], [-3.582, 0.275, 0.033], [-2.886, 1.758, -0.793], [-2.531, 1.411, 0.945], [-2.995, -1.683, -0.468], [-0.576, -2.550, 0.476], [-0.490, 1.817, 0.129], [2.041, 1.960, 0.161], [4.137, 0.373, 0.057], [3.082, -2.116, -0.268]],
  "charge": 1,
  "de_lowest_kcal_mol": 61.3,
  "lumo_ev": [-5.9, -5.9],
  "spin_multiplicity": 1,
  "homo_ev": [-12.8, -12.8],
  "gap_ha": [0.2504, 0.2505]
}

3.
{
  "formula": "C11H18O",
  "method": "wB97M-V/def2-TZVPD",
  "symbols": ["C", "C", "C", "C", "C", "C", "C", "C", "H", "H", "H", "H", "H", "H", "H", "H", "H", "H", "C", "C", "C", "O", "H", "H", "H", "H", "H", "H", "H", "H"],
  "coordinates": [[-0.290, 2.963, 2.000], [0.588, 2.466, 0.791], [-0.329, 1.885, -0.274], [-0.430, 2.435, -1.523], [-1.210, 1.802, -2.525], [-1.986, 0.710, -2.188], [-1.878, 0.197, -0.909], [-1.121, 0.766, 0.106], [-1.300, 3.272, 1.759], [0.285, 3.624, 2.645], [-0.465, 2.085, 2.634], [1.218, 3.282, 0.460], [1.160, 1.675, 1.276], [0.038, 3.360, -1.835], [-1.200, 2.269, -3.498], [-2.651, 0.216, -2.882], [-2.446, -0.663, -0.573], [-1.199, 0.391, 1.111], [1.334, -3.870, 0.801], [0.847, -2.427, 0.592], [1.616, -1.758, -0.558], [-0.517, -2.421, 0.277], [2.310, -4.091, 0.354], [0.664, -4.620, 0.378], [1.553, -4.165, 1.834], [1.055, -1.849, 1.500], [1.622, -0.672, -0.358], [2.691, -1.907, -0.635], [1.066, -1.885, -1.488], [-1.025, -3.071, 0.728]],
  "charge": 0,
  "de_lowest_kcal_mol": 26.0,
  "lumo_ev": 0.9,
  "spin_multiplicity": 1,
  "homo_ev": -8.8,
  "gap_ha": 0.3540
}

4.
{
  "formula": "C6H8Br2",
  "method": "wB97M-V/def2-TZVPD",
  "symbols": ["C", "C", "C", "C", "C", "C", "Br", "Br", "H", "H", "H", "H", "H", "H", "H", "H"],
  "coordinates": [[0.099, 0.103, 0.431], [1.059, -0.763, 0.671], [-0.350, 1.394, -0.134], [-1.294, 0.287, 0.329], [0.880, -2.184, 0.963], [-0.161, 1.677, -1.611], [-2.374, 0.574, 1.913], [-2.258, -0.790, -0.982], [2.075, -0.355, 0.726], [-0.134, 2.351, 0.298], [0.140, -2.707, 0.420], [0.673, -2.244, 2.067], [1.871, -2.565, 0.715], [-0.172, 0.697, -2.038], [0.775, 2.192, -1.727], [-0.827, 2.335, -2.040]],
  "charge": 0,
  "de_lowest_kcal_mol": 0.0,
  "lumo_ev": 0.4,
  "spin_multiplicity": 1,
  "homo_ev": -9.5,
  "gap_ha": 0.3639
}

DFT total energy readings, ordered: -2634.60030; -632.66454; -505.13925; -5381.35733 Ha